Record 1
{
  "formula": "C6H17Cl2O6P",
  "method": "the ωB97M-V functional and the def2-TZVPD basis",
  "total_charge": 0,
  "total_energy_ha": -1952.0350,
  "symbols": ["C", "O", "P", "O", "O", "C", "O", "C", "H", "H", "H", "H", "H", "H", "H", "H", "H", "C", "C", "O", "O", "H", "H", "H", "H", "H", "H", "C", "Cl", "Cl", "H", "H"],
  "xyz": [[-0.105850, 0.037404, -2.769393], [-1.037962, -0.574971, -1.908701], [-1.956504, 0.295073, -0.913734], [-2.756305, 1.367504, -1.557542], [-2.842528, -0.854376, -0.105619], [-3.866348, -1.565776, -0.797686], [-0.812468, 0.830352, 0.151484], [-1.242564, 1.396014, 1.429734], [-0.320074, -0.246322, -3.799779], [0.927571, -0.247233, -2.571626], [-0.136430, 1.122917, -2.675495], [-4.745185, -1.397109, -0.175346], [-3.680967, -2.639618, -0.822148], [-4.090986, -1.197008, -1.798507], [-2.300880, 1.654329, 1.392977], [-0.656630, 2.310561, 1.521243], [-0.943841, 0.748570, 2.254152], [3.124982, 2.158630, 0.458637], [3.741097, 0.764009, 0.582483], [2.800864, -0.253840, 0.897152], [1.967897, 2.005430, -0.383554], [3.898165, 2.779895, 0.006630], [2.866884, 2.494711, 1.462897], [4.394649, 0.737159, 1.454405], [4.213448, 0.512188, -0.367028], [3.265666, -0.898647, 1.435470], [1.605033, 1.132343, -0.217267], [-0.241526, -2.337469, 1.590296], [0.197088, -3.216775, 0.123448], [-0.563493, -3.436742, 2.958588], [0.491069, -1.576656, 1.859650], [-1.193871, -1.904547, 1.284179]],
  "forces_ev_per_angstrom": [[0.563, 0.895, -0.763], [-1.016, -0.139, 1.338], [0.295, -0.007, 0.222], [0.704, -1.196, 0.837], [2.315, 1.592, -1.062], [-1.094, 0.080, 0.403], [-1.913, -1.264, -0.379], [0.674, 0.566, -0.891], [-0.183, 0.041, 0.070], [-0.155, -0.378, 0.445], [-0.132, 0.057, -0.139], [-0.231, -0.176, -0.236], [0.427, 0.137, -0.014], [0.319, 0.130, 0.026], [0.050, -0.206, 0.267], [-0.158, 0.076, 0.063], [-0.388, -0.253, -0.179], [-0.701, -2.140, -0.190], [0.554, 0.091, 0.675], [-0.931, 0.017, -0.105], [0.768, 1.102, 0.107], [-0.410, 0.316, -0.105], [-0.210, 0.397, -0.047], [0.883, 0.489, -0.479], [0.363, -0.023, 0.084], [-0.185, -0.089, -0.097], [-0.230, -0.180, 0.201], [-0.962, -0.001, -0.340], [0.550, -0.128, -0.001], [0.232, 0.278, -0.150], [0.032, -0.342, -0.114], [0.171, 0.256, 0.551]]
}

Record 2
{
  "formula": "C6H7N",
  "method": "the ωB97M-V functional and the def2-TZVPD basis",
  "relative_energy_ev": 5.636,
  "total_charge": 0,
  "total_energy_ha": -287.3801,
  "symbols": ["C", "C", "C", "C", "C", "C", "N", "H", "H", "H", "H", "H", "H", "H"],
  "xyz": [[-1.493997, 0.296882, -1.775935], [-0.368815, -1.877801, -0.986183], [-0.186354, 1.692179, 1.372943], [-0.959895, -0.805702, -1.422313], [0.630394, 0.828141, 1.353147], [1.746903, -0.036188, 1.626127], [-2.223089, 1.202618, -2.108073], [0.504700, -2.301224, -1.608519], [-0.621247, -2.327239, -0.076186], [-0.984399, 2.507930, 1.377004], [-1.994862, 1.741605, -2.950389], [1.837608, -0.361005, 2.718388], [2.771713, 0.407893, 1.372641], [1.341341, -0.968088, 1.107348]],
  "forces_ev_per_angstrom": [[0.279, -1.770, -0.214], [2.171, -0.139, -2.377], [-2.867, 2.613, -0.288], [0.123, 0.715, 0.350], [0.980, 0.892, 1.242], [0.357, -1.962, 0.493], [-0.837, 1.990, -0.344], [-1.389, 0.436, 1.202], [-0.411, -0.844, 1.168], [1.698, -1.878, -0.133], [0.066, -0.400, 0.244], [-0.446, 0.747, -1.281], [-1.611, -0.983, -0.291], [1.886, 0.584, 0.231]]
}

Record 3
{
  "formula": "C3H9N3O2",
  "method": "the ωB97M-V functional and the def2-TZVPD basis",
  "relative_energy_ev": 5.265,
  "total_charge": 0,
  "total_energy_ha": -434.3327,
  "symbols": ["C", "C", "N", "N", "C", "N", "O", "O", "H", "H", "H", "H", "H", "H", "H", "H", "H"],
  "xyz": [[1.331868, -0.502050, -0.116432], [1.213869, -0.973267, -1.533911], [-0.736794, -0.669171, 0.771113], [1.192563, 0.778839, 0.156168], [-0.908014, 0.717251, 1.318859], [-1.568049, 1.574932, 0.430545], [-1.594129, -0.996429, -0.309484], [-0.961931, 0.847311, 2.520394], [-1.363436, -0.256086, -0.920412], [-0.837525, -1.358901, 1.511177], [1.714755, 1.061082, 0.981225], [2.068840, -1.095285, 0.438648], [-1.072797, 1.761746, -0.428699], [-2.030310, 2.342623, 0.895174], [0.424658, -0.435283, -2.056892], [2.132003, -0.757158, -2.082316], [0.994426, -2.040154, -1.575156]],
  "forces_ev_per_angstrom": [[2.618, 3.552, -0.295], [-1.364, -0.314, 0.184], [-0.046, 0.088, 0.695], [1.346, -1.297, -1.266], [-3.602, -1.760, 0.058], [1.017, -0.607, 0.432], [0.210, 1.055, -0.237], [1.212, 0.220, -0.554], [-0.545, -1.108, 0.260], [-0.577, 0.272, -0.094], [-0.173, -0.262, 0.222], [-0.613, -0.239, 0.508], [-0.004, 0.340, 0.115], [0.358, 0.123, -0.130], [-0.047, 0.029, -0.096], [0.150, -0.073, 0.350], [0.061, -0.018, -0.152]]
}

Record 4
{
  "formula": "C15H15N3O4",
  "method": "the ωB97M-V functional and the def2-TZVPD basis",
  "relative_energy_ev": 0.198,
  "total_charge": 0,
  "total_energy_ha": -1045.7919,
  "symbols": ["C", "C", "C", "C", "C", "C", "C", "C", "H", "H", "H", "H", "C", "O", "N", "C", "N", "N", "C", "C", "C", "O", "C", "H", "C", "H", "O", "H", "H", "H", "O", "H", "H", "H", "H", "H", "H"],
  "xyz": [[0.281142, -0.196930, 5.199010], [0.303109, -0.887250, 3.871277], [-0.795099, -0.810053, 3.024161], [-0.794127, -1.420132, 1.786397], [0.324451, -2.137623, 1.379466], [1.413267, -2.250552, 2.236988], [1.423664, -1.623270, 3.471891], [2.620129, -1.738847, 4.365144], [3.386515, -2.355021, 3.903076], [2.345100, -2.185068, 5.320212], [3.041079, -0.754781, 4.568406], [2.266966, -2.830468, 1.917712], [0.356648, -2.857631, 0.093011], [0.699002, -4.008006, -0.046672], [-0.073796, -2.152181, -1.028853], [-0.161977, -0.808132, -1.207508], [0.049845, 0.164153, -0.377020], [-0.155850, 1.307935, -1.059227], [-0.478496, 0.983703, -2.274268], [-0.792677, 1.874876, -3.356549], [-0.705651, 3.210375, -3.217663], [-1.047763, 4.095641, -4.183187], [-1.729591, 3.496809, -5.267079], [-1.682241, 4.201282, -6.098304], [-1.075195, 2.159420, -5.627077], [-1.585806, 1.679986, -6.462736], [-1.160270, 1.268900, -4.539123], [-0.022478, 2.336917, -5.885210], [-2.776161, 3.319193, -4.989114], [-0.359751, 3.660936, -2.304214], [-0.501349, -0.366614, -2.443141], [-0.126847, -2.699411, -1.881779], [-1.663885, -1.358362, 1.151341], [-1.666916, -0.255895, 3.340128], [0.410735, -0.915349, 6.007989], [-0.659721, 0.326272, 5.346754], [1.093997, 0.525179, 5.265759]],
  "forces_ev_per_angstrom": [[0.010, -0.024, -0.038], [-0.034, -0.062, -0.136], [-0.015, -0.050, -0.006], [0.149, -0.266, 0.018], [-0.057, -0.027, 0.600], [-0.167, 0.031, -0.181], [-0.054, -0.004, -0.086], [-0.051, 0.023, -0.013], [0.075, -0.028, 0.012], [0.061, -0.023, 0.106], [0.098, 0.042, 0.075], [0.094, -0.076, -0.011], [-0.028, -0.047, -0.123], [0.091, -0.023, 0.050], [-0.274, -0.511, -0.720], [0.174, 1.170, 0.370], [0.292, -1.414, 0.389], [-0.455, 1.020, -1.359], [0.279, 0.076, 1.102], [-0.107, 0.671, -0.763], [-0.068, -0.501, -0.004], [0.142, 0.109, 0.144], [-0.118, -0.473, -0.338], [-0.029, -0.088, 0.050], [-0.033, 0.562, -0.243], [0.056, 0.093, 0.030], [0.002, -0.206, 0.528], [-0.093, -0.068, 0.017], [0.092, 0.060, -0.019], [0.049, 0.022, 0.095], [-0.022, -0.228, 0.007], [0.063, -0.010, 0.245], [-0.069, 0.070, -0.091], [-0.084, 0.057, 0.043], [0.016, 0.006, 0.114], [-0.037, 0.042, 0.047], [0.049, 0.075, 0.088]]
}

Calculated values (eV) of LUMO for the records, taken in order: 0.48; 0.10; 0.75; 0.66.
Calculated values (eV/Å) of maximum force for the records, taken in order: 3.00; 3.89; 4.42; 1.76.